1.
ORCA calculation (ωB97M-V with the def2-TZVPD basis set) on an isolated ion of composition C7H12N3 and charge +1.

Values from the calculation:
HOMO = -12.90 eV
Gap between HOMO and LUMO = 9.153 eV
Structure (SMILES) = CN/[NH+]=c1/ccccn1C
Total charge = +1
Energy relative to the best compared isomer or geometry (same formula, charge and spin) = 3.128 eV

XYZ file:
```
22
Properties=species:S:1:pos:R:3:lowdin_charge:R:1
C -0.42682 -2.81761 1.33557 -0.090
N -0.35070 -2.00061 0.12337 -0.100
N 0.80201 -1.11467 0.28650 0.070
C 0.61258 0.23595 0.09931 -0.187
C 1.71280 1.06277 0.34097 0.005
C 1.65516 2.42317 0.12589 -0.040
C 0.45651 2.94104 -0.34544 -0.020
C -0.59441 2.09118 -0.75436 -0.008
N -0.48996 0.77937 -0.48424 -0.008
C -1.66620 0.00231 -0.99844 0.037
H -1.04757 -2.37923 2.00999 0.037
H -1.13915 -3.63681 1.04054 0.103
H 0.50395 -3.35920 1.77334 0.124
H -0.29120 -2.50218 -0.75733 0.128
H 1.69884 -1.44302 0.32907 0.113
H 2.69731 0.72704 0.81159 0.158
H 2.54408 2.98528 0.44422 0.136
H 0.38054 4.08802 -0.52472 0.156
H -1.41074 2.39258 -1.30525 0.108
H -2.34879 0.79087 -1.34340 0.101
H -1.34581 -0.53336 -1.89885 0.111
H -1.95241 -0.73292 -0.30833 0.065
```

2.
ORCA calculation (ωB97M-V with the def2-TZVPD basis set) on a 2-piece molecular cluster, C7H12N3 overall.

Values from the calculation:
HOMO = -12.21 eV
Gap between HOMO and LUMO = 8.965 eV
Total charge = +1
Energy relative to the best compared isomer or geometry (same formula, charge and spin) = 6.180 eV

XYZ file:
```
22
Properties=species:S:1:pos:R:3:lowdin_charge:R:1
C 3.81772 0.36228 0.38405 -0.104
C 2.65519 1.12872 0.31439 -0.210
C 3.96617 -0.86430 0.88461 -0.137
C -1.07139 1.57975 -0.03487 -0.025
C -0.22365 0.30076 -0.29396 -0.190
C -1.71416 0.16074 -0.47201 -0.389
C -2.57744 -0.28929 -1.70350 -0.007
N 3.83876 -2.04062 1.15567 0.199
N 1.61120 1.57943 0.24213 0.138
N -2.19502 -0.58808 0.77113 0.188
H 4.75380 0.84767 -0.11329 0.155
H -0.94665 1.80993 0.97773 0.075
H -1.19107 2.41145 -0.71998 0.113
H 0.18590 -0.01381 0.67449 0.084
H -3.64588 -0.08701 -1.61140 0.071
H -2.59097 -1.46262 -1.60686 0.111
H -2.54628 -0.09506 -2.78350 0.091
H 4.16207 -2.47695 2.02199 0.104
H 0.51963 0.12137 -1.29664 0.198
H -2.32223 -1.59902 0.52957 0.173
H -3.10269 -0.31851 1.24928 0.198
H -1.38299 -0.46685 1.43096 0.165
```

3.
ORCA calculation (ωB97M-V with the def2-TZVPD basis set) on an isolated ion of composition C7H12N3 and charge +1.

Values from the calculation:
HOMO = -14.00 eV
Gap between HOMO and LUMO = 8.855 eV
Structure (SMILES) = N=[N+]=CN=C1CCCCC1
Total charge = +1
Energy relative to the best compared isomer or geometry (same formula, charge and spin) = 5.105 eV

XYZ file:
```
22
Properties=species:S:1:pos:R:3:lowdin_charge:R:1
N -4.60283 0.35094 -0.50523 0.258
N -3.55826 0.22816 0.09430 0.053
C -2.52434 -0.15153 0.73994 -0.139
N -1.44317 -0.67944 0.31137 0.173
C -0.33637 -0.40606 -0.22725 -0.211
C 0.67185 -1.44352 -0.55095 -0.115
C 2.01805 -1.08154 0.12217 -0.158
C 2.38538 0.40744 -0.01787 -0.183
C 1.27701 1.33829 0.56482 -0.141
C 0.07245 1.07865 -0.42484 -0.101
H -4.99438 -0.59403 -0.64122 0.126
H -2.65351 -0.05596 1.86882 0.201
H 0.85028 -1.49326 -1.70178 0.167
H 0.29340 -2.51011 -0.38399 0.144
H 2.75058 -1.77758 -0.21924 0.108
H 1.95730 -1.25066 1.20149 0.124
H 3.23655 0.49908 0.50773 0.066
H 2.56945 0.88756 -1.01748 0.138
H 0.99172 1.14743 1.60335 0.121
H 1.45860 2.39400 0.25419 0.128
H -0.75840 1.63346 -0.10073 0.077
H 0.33863 1.47870 -1.47761 0.164
```

4.
ORCA calculation (ωB97M-V with the def2-TZVPD basis set) on C7H12N3 as an isolated structure.

Values from the calculation:
HOMO = -12.26 eV
Gap between HOMO and LUMO = 9.086 eV
Total charge = +1
Energy relative to the best compared isomer or geometry (same formula, charge and spin) = 5.982 eV

XYZ file:
```
22
Properties=species:S:1:pos:R:3:lowdin_charge:R:1
C 3.55117 -1.24396 1.62732 -0.083
C 2.17499 -1.65643 1.45006 -0.133
C 3.30432 0.04096 1.47089 -0.031
C -3.05839 1.35263 -1.61852 -0.160
C -2.61435 0.11687 -2.16036 -0.092
C -2.40224 0.43651 -0.61335 -0.244
C -0.26968 0.08469 0.49491 -0.078
N 1.01965 0.29652 0.51484 0.060
N -1.08891 0.72000 -0.25358 0.076
N 1.82592 -0.19259 1.51483 -0.101
H 4.52906 -1.74215 1.72285 0.126
H 1.76306 -2.26699 2.22831 0.112
H 4.01844 0.87432 1.46523 0.125
H -0.64759 -0.78038 0.98571 0.172
H -2.51138 2.34312 -1.80522 0.136
H -4.18900 1.60370 -1.66115 0.151
H -3.41279 -0.61703 -2.21596 0.113
H -1.68958 0.07928 -2.79079 0.132
H -2.99121 -0.22057 0.00762 0.150
H 1.98508 -1.94705 0.31096 0.174
H 1.43827 1.09609 0.03282 0.186
H -0.73483 1.62247 -0.70742 0.210
```

5.
ORCA calculation (ωB97M-V with the def2-TZVPD basis set) on an isolated ion of composition C7H12N5 and charge +1.

Values from the calculation:
HOMO = -12.65 eV
Gap between HOMO and LUMO = 9.199 eV
Structure (SMILES) = CN[C@H]1[NH+]=C(C)Nc2ccnn21
Total charge = +1
Energy relative to the best compared isomer or geometry (same formula, charge and spin) = 1.414 eV

XYZ file:
```
24
Properties=species:S:1:pos:R:3:lowdin_charge:R:1
C 0.11421 -3.21570 0.06278 -0.032
N -0.50964 -1.90593 0.29898 -0.066
C -0.20329 -0.90355 -0.51593 -0.176
N -1.05602 0.31125 -0.36110 0.185
C -0.76923 1.59667 -0.20239 -0.283
C -2.02099 2.45596 0.03798 0.057
N 0.41191 2.02936 0.10113 0.208
C 1.50984 1.12124 -0.05868 -0.256
C 2.85259 1.43474 0.11007 0.016
C 3.43627 0.15214 0.00128 -0.115
N 2.50588 -0.78537 -0.21082 0.050
N 1.36516 -0.19641 -0.23943 -0.019
H -0.35849 -3.80112 0.86937 0.106
H -0.27651 -3.46864 -0.84043 0.054
H 1.22769 -3.04354 0.24072 0.110
H -0.57805 -1.75726 1.30557 0.149
H -0.00430 -1.39350 -1.44473 0.152
H -2.01864 0.31428 -0.63143 0.152
H -2.45534 2.81287 -0.94061 0.131
H -1.65108 3.45596 0.37914 0.113
H -2.64608 1.98770 0.65306 0.047
H 0.49814 3.02740 0.16815 0.176
H 3.14340 2.47494 0.22962 0.112
H 4.50129 -0.15706 0.09312 0.126
```

6.
ORCA calculation (ωB97M-V with the def2-TZVPD basis set) on a 2-piece molecular cluster, C7H12NO2 overall.

Values from the calculation:
HOMO = -13.66 eV
Gap between HOMO and LUMO = 9.458 eV
Total charge = +1
Energy relative to the best compared isomer or geometry (same formula, charge and spin) = 1.153 eV

XYZ file:
```
22
Properties=species:S:1:pos:R:3:lowdin_charge:R:1
C 2.40789 1.02618 0.57246 0.018
C 2.79795 -0.30670 0.21282 -0.002
C 1.12533 1.41889 0.37520 0.022
C 1.87222 -1.14915 -0.35686 -0.003
C 0.26752 0.56180 -0.22442 -0.225
C -0.31833 -1.51812 -1.44037 0.034
C -1.74936 1.78623 0.30064 0.000
N 0.63251 -0.69405 -0.66957 0.000
O -2.71883 -1.14362 1.02899 -0.029
O -1.05712 0.67035 -0.33138 -0.059
H 3.24632 1.64423 0.94021 0.143
H 3.78665 -0.76095 0.40170 0.133
H 0.84301 2.32723 0.78914 0.113
H 2.13843 -2.09632 -0.67555 0.123
H -0.04992 -1.56192 -2.50121 0.108
H -0.18060 -2.59715 -1.14247 0.126
H -1.34885 -1.10953 -1.31849 0.107
H -1.32281 2.29658 1.12577 0.082
H -2.72054 1.41464 0.57764 0.084
H -2.02486 2.53514 -0.51447 0.133
H -2.24942 -0.91245 1.81965 0.039
H -3.37719 -1.83131 1.03055 0.052
```